# 1
The following is a quantum chemistry calculation of a cluster of 2 separate species, C4H10NO2 in total at a distorted geometry, from the Open Molecules 2025 dataset.

```
17
Properties=species:S:1:pos:R:3:nbo_charge:R:1
C -2.3238 -0.3520 0.2893 0.621
C 0.5819 0.1416 -0.4162 0.514
C 0.9614 0.9211 -1.6255 -0.708
C 0.8402 0.5750 0.9380 -0.722
N -0.1368 -0.9423 -0.5660 -0.693
O -2.0395 -0.9302 1.3216 -0.625
O -2.5522 0.9091 0.2420 -0.647
H -2.7109 -0.9373 -0.6214 0.153
H 0.3074 0.9149 -2.4956 0.275
H 1.7876 0.3220 -2.0139 0.286
H 1.4641 1.8102 -1.4043 0.266
H 0.9233 -0.3698 1.5980 0.294
H -0.1896 0.8052 1.2902 0.289
H 1.4483 1.4671 0.9918 0.275
H -0.5557 -1.6315 0.0993 0.478
H -0.3995 -1.2030 -1.5831 0.429
H -2.5307 1.2914 1.1502 0.516
```

For the energy relative to the best compared isomer or geometry (same formula, charge and spin), the calculation gives 196.1 kJ/mol. For the HOMO energy, the calculation gives -15.1 eV. The net charge is +1. As for the spin multiplicity: 1. As for the gap between HOMO and LUMO: 10.59 eV.

# 2
The following is a quantum chemistry calculation of the molecule CH2F3NO3S at a distorted geometry, from the Open Molecules 2025 dataset.

```
11
Properties=species:S:1:pos:R:3:nbo_charge:R:1
C -1.6037 0.1926 0.1467 0.784
H 2.8408 0.8702 0.3243 0.491
H 1.0116 0.2877 -1.4611 0.379
N 1.3918 0.0095 -0.5651 -0.552
O 1.8740 1.2133 0.1592 -0.542
O -0.2206 -1.8629 -0.6628 -0.917
O 0.4736 -1.0838 1.5333 -0.891
F -2.5886 -0.6371 0.4013 -0.288
F -1.7613 0.6213 -1.1098 -0.317
F -1.5303 1.2169 1.0333 -0.310
S 0.1127 -0.8277 0.2007 2.162
```

For the energy relative to the best compared isomer or geometry (same formula, charge and spin), the calculation gives 55.8 kJ/mol. Its SMILES is O=S(=O)(NO)C(F)(F)F. For the HOMO energy, the calculation gives -11.4 eV. The net charge is 0. As for the spin multiplicity: 1. As for the gap between HOMO and LUMO: 11.72 eV.

# 3
The following is a quantum chemistry calculation of a cluster of 2 separate species, C4H6N2O2 in total at a distorted geometry, from the Open Molecules 2025 dataset.

```
14
Properties=species:S:1:pos:R:3:nbo_charge:R:1
C 0.4479 -0.9631 -1.6442 0.148
C -0.7113 -1.6068 -0.7885 -0.322
C 1.1377 -1.2077 0.2930 0.655
C 0.6100 0.8780 2.0726 0.250
N 1.4964 -0.8547 -0.9375 -0.475
N -0.0886 -1.7295 0.4067 -0.519
O 2.0238 -1.2705 1.3305 -0.655
O 0.2472 0.6416 0.9106 -0.526
H 0.3768 -0.7263 -2.7390 0.200
H -0.5469 -2.6281 -1.2203 0.254
H 1.6356 1.2754 2.2766 0.133
H 0.1010 0.3826 2.8724 0.122
H -1.7603 -1.1735 -0.9509 0.246
H 1.4368 -1.6341 2.0106 0.491
```

For the energy relative to the best compared isomer or geometry (same formula, charge and spin), the calculation gives 364.3 kJ/mol. Its SMILES is OC1=NCC=N1.C=O. For the HOMO energy, the calculation gives -9.1 eV. The net charge is 0. As for the spin multiplicity: 1. As for the gap between HOMO and LUMO: 9.32 eV.

# 4
The following is a quantum chemistry calculation of a structure of composition C35H49MoN3O7S6Si at a distorted geometry, from the Open Molecules 2025 dataset.

```
102
Properties=species:S:1:pos:R:3:lowdin_charge:R:1
Mo 0.8303 0.4929 -0.1257 1.294
C 0.6331 0.0919 4.1757 -0.026
C 0.3588 0.0979 2.7011 -0.319
N 1.3087 0.3143 1.7853 -0.226
O 2.5855 0.4642 2.3163 -0.077
C -0.9006 -0.1088 2.1666 -0.314
C -2.0787 -0.2569 3.0793 -0.029
N -0.9624 -0.1217 0.8088 -0.188
O -2.2826 -0.1988 0.3196 -0.201
H 1.7051 0.0450 4.3448 0.066
H 0.1580 -0.7634 4.6594 0.072
H 0.2492 1.0044 4.6439 0.079
H 3.1366 0.5685 1.5150 -0.004
H -2.1085 0.5712 3.7926 0.084
H -2.0117 -1.1883 3.6486 0.082
H -2.9958 -0.2660 2.5079 0.024
S 5.5336 -5.5133 -0.3760 0.387
C 4.5058 -4.2131 -0.4034 -1.541
S 5.0256 -2.5702 -0.5763 0.859
C 3.4425 -1.8002 -0.5253 -1.131
C 2.3961 -2.6326 -0.3733 -1.157
S 0.7273 -2.1879 -0.3025 0.580
S 2.7868 -4.3414 -0.2438 0.863
S 3.3465 -0.0704 -0.6886 0.570
N 0.6609 0.6523 -2.0337 -0.060
C 0.8333 0.6792 -3.1915 -0.105
C 1.0695 0.5442 -4.5560 -0.202
C 2.1936 -0.1891 -5.0035 -0.023
C 2.4079 -0.3746 -6.3517 -0.105
C 1.5281 0.1511 -7.2977 -0.118
C 0.4314 0.8943 -6.8649 -0.110
C 0.1993 1.0984 -5.5215 -0.040
H 2.8644 -0.6116 -4.2660 0.114
H 3.2651 -0.9503 -6.6805 0.096
H 1.6984 -0.0071 -8.3553 0.085
H -0.2497 1.3185 -7.5938 0.093
H -0.6444 1.6846 -5.1833 0.109
C 7.7447 5.2832 -1.4610 -0.070
C 6.3001 4.8800 -1.3099 -0.294
C 5.7511 3.8587 -2.0784 -0.044
C 4.4236 3.4858 -1.9231 -0.051
C 3.6354 4.1374 -0.9901 -0.249
C 4.1639 5.1595 -0.2204 -0.055
C 5.4901 5.5293 -0.3815 -0.057
S 1.9158 3.6532 -0.7759 0.483
O 1.3508 4.6801 0.0725 -0.311
O 1.3813 3.5613 -2.1089 -0.302
O 2.0975 2.3364 -0.0856 -0.513
H 8.2973 4.5457 -2.0425 0.067
H 8.2166 5.3809 -0.4821 0.071
H 7.8280 6.2484 -1.9669 0.072
H 6.3727 3.3452 -2.8034 0.105
H 3.9884 2.6857 -2.5096 0.109
H 3.5153 5.6438 0.4975 0.105
H 5.9100 6.3289 0.2202 0.103
C -2.9320 0.4593 -3.0376 -0.083
C -2.9984 -0.9993 -2.5530 -0.551
C -4.0679 -1.7309 -3.3818 -0.090
C -1.6490 -1.6401 -2.9062 -0.109
Si -3.3376 -1.0233 -0.6464 0.725
C -4.9012 0.0863 -0.2210 -0.538
C -6.1446 -0.2878 -1.0444 -0.101
C -5.2768 -0.0364 1.2632 -0.099
C -4.6177 1.5809 -0.4691 -0.087
C -3.5638 -2.8618 -0.0021 -0.553
C -2.6841 -3.8712 -0.7569 -0.110
C -5.0094 -3.3699 -0.1077 -0.107
C -3.1242 -2.9401 1.4673 -0.096
H -2.5565 0.4776 -4.0659 0.071
H -2.2637 1.0620 -2.4187 0.066
H -3.9189 0.9250 -3.0370 0.059
H -3.7661 -1.7258 -4.4345 0.083
H -5.0454 -1.2538 -3.3155 0.051
H -4.1798 -2.7717 -3.0702 0.058
H -1.4193 -1.4454 -3.9602 0.083
H -1.6406 -2.7167 -2.7604 0.056
H -0.8513 -1.2172 -2.3078 0.004
H -6.4350 -1.3298 -0.9045 0.056
H -5.9694 -0.1234 -2.1069 0.050
H -6.9908 0.3443 -0.7489 0.079
H -5.4141 -1.0713 1.5813 0.056
H -6.2115 0.5034 1.4545 0.079
H -4.5072 0.4210 1.8817 0.061
H -4.7789 1.8554 -1.5107 0.063
H -3.5914 1.8469 -0.2196 0.052
H -5.2969 2.1887 0.1401 0.080
H -2.9992 -3.9867 -1.7942 0.059
H -2.7692 -4.8534 -0.2764 0.081
H -1.6348 -3.5787 -0.7321 0.023
H -5.3670 -3.3395 -1.1399 0.066
H -5.6954 -2.7854 0.5073 0.055
H -5.0597 -4.4096 0.2363 0.079
H -2.0777 -2.6422 1.5596 0.073
H -3.2172 -3.9713 1.8275 0.083
H -3.7298 -2.3025 2.1124 0.058
C -1.3881 3.6831 1.6367 -0.072
O -0.4759 2.6331 1.3325 -0.138
C -0.5611 2.0909 0.0843 -0.556
O -1.4249 2.4550 -0.6862 -0.010
H -1.4081 3.7678 2.7229 0.081
H -2.3809 3.4427 1.2517 0.075
H -1.0339 4.6091 1.1839 0.079
```

For the energy relative to the best compared isomer or geometry (same formula, charge and spin), the calculation gives 0.0 kJ/mol. For the HOMO energy (spin up / spin down), the calculation gives -0.1 / -1.2 eV. The net charge is -2. As for the spin multiplicity: 3. As for the gap between HOMO and LUMO (spin up / spin down): 4.12 / 5.30 eV.

The highest net charge belongs to which entry?
C4H10NO2

Which of these has the highest energy relative to the best compared isomer or geometry (same formula, charge and spin)?
C4H6N2O2

The highest net charge belongs to which entry?
C4H10NO2